(1)
Molecular formula: C7H13N6
Method: DFT, the ωB97M-V functional and the def2-TZVPD basis

```
26
Properties=species:S:1:pos:R:3:forces:R:3:nbo_charge:R:1
H -1.7999 -2.1873 -0.7066 2.369 -3.110 -0.966 0.22
H 1.3761 2.3491 0.1664 0.319 0.868 0.159 0.37
H -0.6467 -0.1676 0.0902 0.067 -0.922 -0.583 0.44
H -4.1935 -2.3251 -0.9440 -0.797 -0.064 0.109 0.26
H 3.3495 -1.8248 -0.1839 -0.953 1.249 2.246 0.26
H 3.5666 -0.8935 1.3945 2.329 -0.422 3.047 0.24
N -2.3609 0.8695 0.2896 -0.658 0.303 -0.084 0.14
C 1.5631 -1.0929 0.9078 -0.372 1.814 -1.666 0.13
N 1.1798 1.8247 -0.6534 -0.858 -1.360 -1.082 -0.73
C 2.9628 -1.0026 0.6042 1.258 -0.585 -6.202 -0.49
C -4.3884 -0.2946 -0.0276 -1.958 0.379 0.876 -0.13
H -4.2385 1.6933 0.8425 0.868 -0.738 -0.127 0.27
N 0.8247 -0.2605 0.2866 0.426 -0.116 0.282 -0.30
H 3.4708 0.4322 -1.1944 0.896 -1.012 0.440 0.24
N 1.5952 0.4837 -0.6171 -0.032 1.367 0.603 -0.11
C 3.0283 0.3183 -0.2000 -1.550 -0.948 -2.162 -0.24
H 3.4271 1.1146 0.3418 0.113 1.580 1.392 0.19
H -0.8862 2.0635 0.4940 0.228 -0.319 -0.330 0.35
C -2.3876 -1.4239 -0.4623 -3.347 4.002 0.270 0.11
C -3.7746 -1.4234 -0.5508 2.806 -0.436 0.255 -0.28
H 1.1748 -1.7915 1.5204 -1.482 -2.130 2.092 0.21
H -5.5079 -0.3478 0.0907 1.337 0.480 -0.191 0.26
N -1.9004 2.0258 0.5609 1.124 -0.716 -0.091 -0.40
N -1.7152 -0.2856 -0.1798 -0.128 2.237 1.655 -0.35
C -3.7039 0.7982 0.4727 -2.557 -1.249 -1.020 -0.05
H 0.8972 2.1951 -1.5679 0.553 -0.154 1.077 0.41
```
Positions in Å, forces in eV/Å.

- Total energy: -16398.317 eV
- Energy above the lowest of the compared OMol25 structures with the same formula, charge and spin: 1.772 eV
- Frontier orbital gap (spin up / spin down): 0.3046 / 0.3045 Ha
- Net charge: +1


(2)
Molecular formula: C30H45NO2P2V
Method: DFT, the ωB97M-V functional and the def2-TZVPD basis

```
81
Properties=species:S:1:pos:R:3:forces:R:3:lowdin_charge:R:1
C 4.0865 -1.4267 -0.6502 0.061 -0.083 0.684 -0.12
H 5.3838 -2.8089 -3.5385 -0.501 -0.043 -0.291 0.12
C 3.3852 2.6717 -0.9856 -0.194 0.109 0.612 -0.20
C -0.2524 -0.4907 0.8226 0.287 0.122 -0.740 -0.68
H 0.2399 -2.2569 -2.9260 0.020 -0.072 0.182 0.10
C 2.8739 -0.8244 -5.5849 0.248 -0.560 -0.370 -0.26
H -6.6899 -0.0312 0.9825 0.020 -0.046 0.231 0.08
C -5.4349 0.4894 2.6777 0.078 0.193 0.121 -0.24
H 2.7519 -1.9165 -5.5081 0.171 0.492 -0.107 0.05
C -5.5864 1.5637 3.5582 0.069 0.182 0.147 -0.08
C -3.1974 1.7573 3.7979 -0.521 -0.146 0.062 -0.03
V 0.9845 1.9245 -3.8106 -5.587 0.952 3.280 0.24
H -4.6068 3.0773 4.7593 0.014 -0.218 -0.161 0.09
H -3.1090 -0.8716 0.6774 -0.004 0.015 0.217 0.07
H -1.8423 -4.1918 4.3778 0.134 0.190 -0.231 0.10
H -4.8507 -1.1585 0.7018 0.056 0.038 0.051 0.07
C 1.8118 -1.2559 -1.7817 0.319 -1.148 -0.408 -0.24
H -2.3051 2.2294 4.2099 -0.234 -0.138 -0.009 0.11
C 3.4224 -3.4388 -3.0594 1.172 -0.409 0.067 -0.11
H 2.3774 -0.6860 -2.5417 -0.235 -0.601 0.774 0.01
H 4.4279 3.0359 -4.0649 0.044 -0.354 -0.397 0.09
H 0.6107 -3.1726 0.9418 -0.203 -0.165 0.166 0.09
H 0.4301 -0.0049 -6.5954 -0.250 0.481 0.238 0.05
H -1.0053 0.8208 2.7179 -0.303 -0.375 -0.111 0.14
H 4.5727 -0.9505 0.2240 -0.287 -1.531 0.333 0.10
C -0.5465 -3.8304 2.6751 0.092 -0.115 -0.054 -0.10
H 2.2434 -2.0455 0.2006 -0.012 1.665 0.514 0.10
H -0.5146 3.0493 -2.2759 -0.180 -0.180 0.302 0.01
N -1.7648 0.1442 2.7856 0.288 0.721 0.373 0.08
H 4.1872 3.4344 -0.9061 -0.466 -0.406 -0.185 0.06
H -2.6066 -1.8005 4.4973 0.180 -0.169 -0.171 0.12
H 3.8187 1.6720 -0.8314 -0.296 0.215 -0.190 0.05
C 5.0482 -2.0907 -1.5914 0.674 1.286 -1.081 -0.21
C -3.9668 -1.0575 1.3340 0.007 -0.388 -0.283 -0.02
H 1.5261 5.0055 -2.5701 0.123 0.059 0.056 0.05
P 1.7420 0.0846 -4.5176 1.690 -1.435 -1.796 0.87
C 2.7372 -1.5813 -0.6648 0.031 -0.134 0.508 -0.09
C -0.0175 2.1221 -1.8998 0.518 -0.016 -1.177 -0.19
C 2.8074 1.8094 -4.9798 -0.374 -0.871 -0.410 -0.37
C 1.1691 -2.5251 -2.4043 0.303 2.649 -0.996 -0.17
C -1.3795 -1.1884 2.8437 -0.017 -0.789 -0.098 -0.23
H 4.3791 1.3554 -3.4716 -0.493 0.321 -0.175 0.09
H 5.9673 -1.4808 -1.6684 -0.155 -0.176 -0.197 0.10
H -0.2042 -4.8633 2.6106 -0.132 0.186 0.051 0.09
H 0.4300 2.2855 -0.9020 -0.515 -0.178 -0.464 0.00
C 0.1802 0.1202 -5.5307 0.078 -0.151 -0.420 -0.23
C -1.8832 -2.1296 3.7475 -0.018 0.348 0.027 -0.03
H -3.8054 -2.0318 1.8100 0.033 0.041 -0.062 0.09
H 1.6921 -3.5149 -4.3072 -0.454 -1.971 1.044 0.10
H 2.6071 -0.4476 -6.5849 0.441 -0.404 0.121 0.05
H 1.0166 -0.5842 -1.4178 0.288 -0.167 0.230 0.09
C -0.4864 -1.5783 1.8484 -0.122 -0.163 -0.273 -0.09
H 3.2648 1.6366 -5.9567 -0.295 0.197 0.148 0.09
H -6.7348 -1.2113 2.3052 0.051 0.209 -0.085 0.09
H 4.1778 -1.4813 -3.4849 0.219 -0.433 0.172 0.07
O 0.5561 0.4241 1.1306 -0.219 -0.244 -0.343 -0.05
C -4.1558 0.0240 2.3454 0.107 0.446 0.576 -0.16
C -0.0722 -2.8962 1.7431 -0.182 0.093 0.644 -0.03
C -4.4743 2.2164 4.1030 -0.080 -0.093 -0.343 -0.10
O -0.9550 -0.6043 -0.2217 0.713 0.111 0.296 -0.05
H -6.5989 1.9007 3.7983 0.348 -0.049 -0.022 0.10
H 2.6526 2.8362 -0.1808 0.268 -0.079 -0.130 0.06
H 1.9545 2.5549 -5.0885 1.458 0.941 -1.336 0.03
C -3.0442 0.6244 2.9848 -0.473 0.246 0.191 -0.21
H -0.3934 1.0661 -5.3654 -0.063 -0.572 -0.312 0.04
H 3.3002 5.0960 -2.3888 -0.138 0.092 -0.070 0.05
H 0.9012 -3.2196 -1.5927 0.122 0.004 -0.420 0.12
C 2.4803 4.6093 -2.9259 0.144 0.141 0.408 -0.22
C -6.6674 -0.1391 2.0758 -0.226 0.016 -0.010 -0.07
H 3.7419 -4.4592 -2.8151 0.384 -0.283 -1.965 0.12
C -1.4604 -3.4557 3.6680 0.225 0.092 -0.329 -0.10
C 3.7540 2.1958 -3.8415 0.425 0.462 0.414 -0.35
H -0.6769 1.2441 -1.8865 -0.073 0.266 0.351 0.00
H -7.5664 0.3466 2.4733 0.156 -0.114 -0.079 0.07
C 2.1335 -3.1804 -3.3549 -1.719 -0.323 -0.368 -0.15
H 3.9008 -0.5136 -5.3238 -0.448 -0.385 -0.250 0.06
P 2.5247 2.8036 -2.5776 3.045 0.986 0.585 0.80
H 2.5713 4.8556 -3.9875 -0.034 -0.283 0.063 0.05
C 4.5046 -2.4170 -3.0057 0.523 0.978 2.416 -0.20
H 5.3994 -3.0380 -1.1360 -0.360 0.360 0.084 0.12
H -0.4528 -0.7454 -5.2612 0.235 0.555 0.183 0.07
```
Positions in Å, forces in eV/Å.

- Spin multiplicity: 4
- Total energy: -81678.526 eV
- Energy above the lowest of the compared OMol25 structures with the same formula, charge and spin: 0.000 eV
- Frontier orbital gap (spin up / spin down): 0.1999 / 0.1900 Ha


(3)
Molecular formula: C4H15N2O4S
Method: DFT, the ωB97M-V functional and the def2-TZVPD basis

```
26
Properties=species:S:1:pos:R:3:forces:R:3:nbo_charge:R:1
H -1.2575 0.1823 3.2220 1.085 1.529 -1.172 0.42
O 0.0079 -1.1637 -3.4447 -3.401 3.436 0.752 -1.04
H 1.0723 1.6458 -2.8016 -1.364 0.652 -1.640 0.47
H -0.1101 -0.0678 -0.0982 0.159 -0.323 0.395 0.21
C -2.1799 -0.3541 0.3167 1.135 -0.087 0.367 -0.51
H -3.0673 0.2952 0.3543 0.034 -0.302 -0.038 0.18
H 2.3176 -0.7133 1.6204 -1.846 0.993 0.058 0.42
H -0.8775 -1.0658 -2.7922 2.426 -0.149 -1.381 0.49
H 0.2517 -2.0204 -3.2557 0.974 -3.057 0.705 0.46
H 2.2997 0.9140 -2.4215 -0.615 0.151 0.512 0.47
C -0.9259 0.5546 0.2046 -1.383 1.162 1.593 -0.44
H 1.2995 0.3165 0.6308 0.183 0.531 -0.383 0.40
C -0.7392 1.5353 1.5116 -0.394 -1.041 -2.013 -0.24
H -1.6620 2.1042 1.6134 -0.015 0.005 0.002 0.20
H -1.0080 1.1752 -0.6571 -0.536 0.805 -0.693 0.20
H 0.0919 2.2825 1.3375 -0.714 -0.901 0.434 0.19
H 1.3277 -0.9093 -1.7983 1.161 -2.351 0.075 0.50
C 0.5738 -0.0870 2.5755 2.412 -2.556 2.265 0.77
H -2.1242 -0.9369 1.3043 -0.157 0.565 -1.376 0.17
O 0.9208 -0.8254 3.5229 -0.934 0.762 -0.575 -0.70
N -0.5104 0.7599 2.7309 0.522 -1.015 -0.680 -0.65
S -2.1436 -1.4657 -1.1590 -0.599 0.033 0.495 -0.65
H 1.6750 -1.5317 -0.4924 0.302 -0.869 -0.642 0.46
O 1.8796 -1.7172 -1.4391 -1.452 2.974 0.550 -0.98
O 1.4853 1.3085 -2.0440 2.057 -0.863 1.274 -0.94
N 1.4030 -0.2156 1.4590 0.959 -0.082 1.115 -0.87
```
Positions in Å, forces in eV/Å.

- Total energy: -26397.662 eV
- Energy above the lowest of the compared OMol25 structures with the same formula, charge and spin: 1.543 eV
- Frontier orbital gap: 0.2340 Ha
- Net charge: -1


- What is the energy above the lowest of the compared OMol25 structures with the same formula, charge and spin in the first record?
  1.772 eV